# 1
{"formula": "C11H16BNO", "method": "the ωB97M-V functional and the def2-TZVPD basis", "energy_ev": -15880.15811, "gap_ev": 9.16, "spin_multiplicity": 1, "e_homo_ev": -8.6, "elements": ["C", "C", "B", "C", "C", "C", "O", "N", "C", "C", "C", "C", "C", "C", "H", "H", "H", "H", "H", "H", "H", "H", "H", "H", "H", "H", "H", "H", "H", "H"], "coordinates": [[-1.1705, 2.0310, -3.7833], [-1.7875, 0.6930, -3.3388], [-2.1619, 0.6751, -1.8292], [-1.9856, -0.6278, -0.9529], [-0.5000, -1.0430, -0.8507], [0.3685, 0.1004, -0.3918], [1.1878, 0.6259, -1.1012], [0.1556, 0.5485, 0.9490], [1.0209, -0.0351, 1.9272], [2.2872, -0.5151, 1.6083], [3.0869, -1.0668, 2.6033], [2.6457, -1.1405, 3.9158], [1.3861, -0.6406, 4.2327], [0.5813, -0.0900, 3.2475], [-1.8980, 2.8299, -3.6423], [-0.3083, 2.2807, -3.1667], [-0.8615, 2.0063, -4.8257], [-1.1295, -0.1377, -3.6028], [-2.7150, 0.5419, -3.9063], [-2.5826, 1.6764, -1.3247], [-2.5485, -1.4454, -1.4097], [-2.3968, -0.4876, 0.0494], [-0.1289, -1.3543, -1.8241], [-0.3973, -1.8846, -0.1631], [-0.7930, 0.2953, 1.2051], [2.6695, -0.4511, 0.5994], [4.0645, -1.4421, 2.3346], [3.2745, -1.5727, 4.6806], [1.0278, -0.6770, 5.2520], [-0.3913, 0.3070, 3.5082]], "forces_ev_per_a": [[-0.16, -0.10, 0.23], [0.27, 0.27, -0.04], [-0.10, -0.19, -0.06], [-0.04, 0.36, 0.20], [-0.25, -0.09, -0.30], [0.23, 0.32, -0.03], [0.01, -0.18, 0.16], [-0.18, -0.73, -0.05], [0.22, 0.35, -0.04], [0.10, -0.03, 0.13], [-0.15, 0.04, -0.01], [-0.12, 0.09, -0.07], [0.12, -0.04, -0.15], [0.09, -0.10, 0.11], [0.00, 0.08, -0.10], [0.13, -0.02, -0.07], [0.02, 0.06, -0.06], [-0.02, -0.08, -0.06], [-0.10, -0.10, 0.04], [-0.02, 0.02, 0.00], [0.03, -0.10, -0.04], [-0.06, -0.10, 0.04], [0.02, 0.01, -0.04], [0.08, 0.03, 0.10], [-0.03, 0.18, 0.10], [-0.07, 0.04, -0.04], [0.05, -0.01, 0.02], [0.01, -0.01, 0.04], [-0.02, 0.00, 0.04], [-0.06, 0.02, -0.03]], "nbo_charge": [-0.59, -0.80, 0.71, -0.77, -0.50, 0.71, -0.53, -0.67, 0.25, -0.30, -0.18, -0.24, -0.19, -0.28, 0.20, 0.21, 0.21, 0.22, 0.25, -0.09, 0.25, 0.21, 0.23, 0.23, 0.37, 0.23, 0.21, 0.21, 0.21, 0.21]}

# 2
{"formula": "C11H16Br6N4O8", "method": "the ωB97M-V functional and the def2-TZVPD basis", "energy_ev": -454249.58750, "gap_ev": [3.20, 7.46], "spin_multiplicity": 2, "total_charge": -1, "e_homo_ev": [-1.9, -6.1], "elements": ["C", "N", "O", "O", "H", "H", "H", "C", "N", "O", "O", "H", "H", "H", "C", "N", "O", "O", "H", "H", "H", "C", "C", "C", "C", "C", "C", "N", "O", "O", "H", "H", "H", "H", "H", "C", "Br", "Br", "Br", "H", "C", "Br", "Br", "Br", "H"], "coordinates": [[12.3221, 11.5952, 0.8142], [11.0228, 11.3211, 1.4456], [10.3169, 10.3056, 1.1258], [10.6307, 12.0446, 2.3199], [13.0730, 11.5041, 1.5990], [12.3352, 12.6571, 0.5684], [12.6642, 10.9411, 0.0122], [6.7511, 14.3658, -5.5905], [7.7829, 13.9394, -6.6086], [7.8827, 14.7456, -7.5588], [8.5696, 13.0736, -6.3948], [6.4251, 13.5089, -5.0011], [5.9144, 14.7157, -6.1952], [7.1865, 15.1952, -5.0332], [5.5653, 9.9944, -2.9064], [6.9366, 10.4173, -2.7800], [7.4192, 10.4801, -1.6645], [7.5786, 10.6611, -3.8192], [5.1003, 10.0451, -1.9219], [5.6376, 8.9769, -3.2904], [5.0940, 10.5233, -3.7349], [11.6365, 9.5075, -3.1575], [10.6014, 9.3222, -2.3316], [10.4401, 8.1603, -1.5442], [11.2195, 7.0111, -1.7740], [12.2398, 7.2342, -2.6402], [12.5261, 8.4775, -3.3187], [11.1308, 5.7423, -0.9831], [11.7430, 4.8058, -1.4790], [10.3881, 5.6972, -0.0834], [11.8885, 10.4341, -3.6517], [9.8568, 10.0922, -2.1932], [9.6208, 8.3252, -0.8601], [12.9738, 6.4528, -2.7704], [13.2834, 8.5514, -4.0852], [9.4112, 13.4168, -3.0935], [10.2465, 12.6439, -1.5234], [10.5763, 14.7816, -3.9441], [7.6463, 14.1770, -2.6602], [9.2185, 12.5998, -3.7888], [4.0193, 14.8646, -1.8774], [4.2296, 16.1027, -3.3956], [3.3402, 13.0329, -2.3617], [3.0816, 15.6314, -0.2240], [5.0584, 14.7415, -1.5722]], "forces_ev_per_a": [[1.22, 0.53, 0.40], [-3.24, -3.47, -0.17], [2.60, 2.13, -0.19], [0.80, 1.05, 0.17], [-0.19, -0.11, 0.26], [-0.18, -0.19, -0.31], [-0.94, -0.01, -0.05], [-0.75, -0.62, -1.23], [-0.10, 3.61, -0.86], [-0.28, -1.43, 0.82], [0.44, -1.51, 0.42], [0.38, 0.26, 0.04], [0.10, 0.13, 0.20], [-0.11, -0.34, -0.13], [-0.80, -0.76, -0.61], [2.17, 0.85, -0.62], [-0.19, -0.04, -0.39], [-0.89, -0.23, 1.19], [-0.14, 0.14, -0.45], [-0.05, -0.26, 0.36], [-0.08, 0.46, 0.55], [2.08, 0.29, -1.27], [-1.95, -0.70, 2.15], [-0.95, 0.50, -0.60], [-0.45, 2.50, 1.08], [2.80, 0.42, -1.88], [-1.08, -2.40, 0.64], [1.18, 0.57, -4.09], [0.21, -0.09, 0.61], [-1.69, -0.09, 2.76], [-0.56, 0.26, -0.11], [0.07, -0.03, 0.13], [-0.01, -0.97, 0.38], [-0.08, -0.26, -0.17], [0.41, -0.23, 0.35], [-0.30, 0.53, 0.03], [-0.16, 0.50, -0.39], [-0.61, -0.80, 0.39], [0.96, -0.34, 0.69], [0.20, 0.28, -0.01], [0.36, 0.14, 0.49], [0.18, 0.83, -1.13], [-0.12, -1.20, -0.41], [-0.22, 0.40, 0.68], [-0.03, -0.28, 0.29]], "mulliken_spin": [0.00, 0.00, 0.00, 0.00, 0.00, 0.00, 0.00, 0.02, 0.00, 0.00, 0.00, -0.01, 0.00, 0.00, 0.02, 0.00, 0.00, 0.00, 0.00, 0.00, -0.01, 0.00, 0.00, 0.00, 0.00, 0.00, 0.00, 0.00, 0.00, 0.00, 0.00, 0.00, 0.00, 0.00, 0.00, 0.01, 0.00, 0.00, 0.01, 0.00, 0.25, 0.20, 0.25, 0.26, 0.01]}

# 3
{"formula": "C11H16F4KN2O17S4", "method": "the ωB97M-V functional and the def2-TZVPD basis", "e_above_lowest_ev": 0.000, "energy_ev": -119994.26499, "gap_ev": 8.48, "spin_multiplicity": 1, "total_charge": -1, "e_homo_ev": -6.8, "elements": ["K", "N", "S", "O", "O", "F", "S", "O", "O", "F", "N", "S", "O", "O", "F", "S", "O", "O", "F", "C", "C", "O", "C", "O", "O", "H", "H", "H", "H", "C", "C", "C", "O", "C", "O", "O", "H", "H", "H", "H", "H", "H", "C", "C", "C", "O", "C", "O", "O", "H", "H", "H", "H", "H", "H"], "coordinates": [[-0.6249, -1.9156, -0.9872], [0.5055, -4.1445, 0.0802], [0.1604, -4.3432, 1.6014], [0.7954, -3.4201, 2.4789], [-0.0127, -5.6839, 2.0320], [-1.3135, -3.7081, 1.5537], [1.9969, -4.7855, -0.0985], [1.9764, -6.1929, -0.3041], [3.0064, -4.1886, 0.6900], [2.2072, -4.2286, -1.5806], [-3.3904, -2.3229, -0.7088], [-4.0532, -1.2867, -1.8384], [-4.3506, 0.0636, -1.4880], [-4.8914, -1.9078, -2.7947], [-2.6648, -1.0740, -2.6240], [-4.7075, -2.5712, 0.1876], [-5.6610, -3.4359, -0.4203], [-5.1676, -1.4380, 0.9260], [-4.0348, -3.4906, 1.2997], [4.6198, 1.3044, -0.7458], [5.2664, -0.1041, -0.7190], [4.1611, -0.9451, -1.0316], [3.0223, -0.3127, -0.6335], [2.0042, -0.8414, -0.3845], [3.2369, 1.0390, -0.5971], [4.8136, 1.8234, -1.6872], [4.9675, 1.9418, 0.0651], [5.6891, -0.3163, 0.2609], [5.9923, -0.2127, -1.5190], [1.6539, 4.8237, -2.9234], [1.6029, 3.7389, -1.8685], [0.7782, 4.0744, -0.6236], [0.1782, 2.8383, -0.2851], [0.1637, 2.0487, -1.3757], [-0.2861, 0.9554, -1.3967], [0.8060, 2.6587, -2.4072], [0.7241, 4.8458, -3.4797], [2.4848, 4.6156, -3.6026], [1.9310, 5.7814, -2.4762], [2.5866, 3.3454, -1.6132], [0.0304, 4.8382, -0.8503], [1.4142, 4.4197, 0.1893], [-3.3170, 1.6559, 2.9531], [-2.3624, 0.4783, 2.9396], [-2.2836, -0.2834, 1.6122], [-0.8888, -0.5222, 1.4483], [-0.1714, 0.2577, 2.2998], [1.0109, 0.3445, 2.3158], [-1.0130, 0.9977, 3.0589], [-3.3391, 2.1054, 3.9441], [-4.2828, 1.3664, 2.5402], [-2.9361, 2.4368, 2.2868], [-2.5553, -0.1848, 3.7839], [-2.7109, 0.3083, 0.8022], [-2.7675, -1.2465, 1.7150]], "forces_ev_per_a": [[0.25, 0.21, 0.21], [1.59, -0.80, 0.00], [-1.71, 1.43, 1.67], [0.59, 0.01, 0.25], [-0.01, -0.51, -0.08], [0.01, -0.39, -0.53], [-1.05, -0.08, -2.07], [0.16, -0.16, 0.30], [0.49, 0.23, 0.33], [0.08, 0.27, 0.17], [-2.12, 1.97, -0.89], [2.01, 0.38, -1.24], [-0.09, -0.19, 0.92], [-0.38, -0.50, -0.12], [0.33, -0.34, -0.04], [0.06, -2.07, 1.81], [-0.16, 0.22, -0.09], [0.02, 0.24, -0.13], [0.11, 0.36, -0.36], [0.61, -0.22, -0.11], [-0.36, 0.87, -0.61], [-0.08, 0.07, 0.65], [0.70, 0.16, -0.26], [-0.73, -0.22, -0.27], [-0.21, -0.22, 0.26], [-0.19, -0.07, -0.08], [-0.10, -0.05, 0.11], [-0.05, -0.33, -0.02], [0.21, -0.11, 0.18], [1.18, -0.13, 0.20], [-1.07, 0.13, -0.29], [0.77, 0.41, -0.20], [-0.26, 0.11, 0.13], [0.75, 0.05, 0.09], [-0.50, -0.36, -0.28], [0.18, -0.41, 0.24], [-0.12, 0.27, 0.07], [-0.26, -0.12, -0.21], [-0.42, 0.08, 0.04], [-0.02, -0.01, 0.06], [-0.16, -0.13, 0.05], [-0.15, -0.10, 0.15], [0.51, 0.15, -0.49], [0.21, 0.60, -0.35], [-0.41, -0.09, 0.98], [0.44, 0.13, 0.02], [-0.43, 0.36, -0.53], [0.13, -0.05, 0.11], [0.00, -0.44, 0.34], [-0.46, -0.15, 0.07], [-0.19, -0.05, 0.47], [0.10, -0.17, -0.07], [0.12, -0.08, -0.03], [0.21, -0.16, -0.24], [-0.13, 0.02, -0.28]], "nbo_charge": [0.94, -1.24, 2.49, -0.93, -0.92, -0.52, 2.49, -0.92, -0.91, -0.52, -1.16, 2.43, -0.91, -0.90, -0.54, 2.46, -0.91, -0.94, -0.50, -0.10, -0.10, -0.48, 0.98, -0.55, -0.51, 0.17, 0.19, 0.19, 0.20, -0.63, 0.07, -0.09, -0.48, 0.99, -0.58, -0.50, 0.23, 0.22, 0.21, 0.19, 0.18, 0.20, -0.63, 0.07, -0.10, -0.52, 0.99, -0.58, -0.51, 0.21, 0.24, 0.22, 0.18, 0.21, 0.22]}

# 4
{"formula": "C11H16FeN3O4", "method": "the ωB97M-V functional and the def2-TZVPD basis", "energy_ev": -58706.34267, "gap_ev": [8.35, 8.34], "spin_multiplicity": 5, "total_charge": 1, "e_homo_ev": [-11.9, -12.0], "elements": ["Fe", "N", "C", "C", "C", "C", "N", "H", "H", "H", "H", "H", "H", "H", "H", "H", "H", "H", "H", "O", "C", "C", "C", "C", "C", "C", "C", "O", "N", "O", "O", "H", "H", "H", "H"], "coordinates": [[5.7404, 9.1677, 6.4621], [6.4736, 7.7334, 4.9909], [7.2831, 6.5879, 5.5631], [6.5115, 5.8787, 6.7069], [6.5505, 6.6414, 8.0134], [5.1723, 7.0579, 8.4684], [4.3424, 7.8164, 7.4888], [5.6530, 7.3771, 4.5733], [7.0006, 8.2834, 4.3213], [8.1599, 7.0548, 5.9751], [7.5032, 5.9670, 4.7239], [6.9461, 4.8899, 6.7849], [5.4761, 5.6992, 6.4275], [7.1932, 7.5172, 7.8555], [6.9678, 5.9833, 8.7966], [5.3188, 7.7360, 9.2943], [4.6920, 6.1758, 8.9104], [3.6577, 8.3114, 8.0694], [3.8389, 7.2097, 6.8078], [6.0587, 10.0647, 8.3815], [6.1514, 11.3113, 8.5272], [5.8202, 12.3237, 7.5864], [5.7626, 13.6823, 8.0905], [5.3648, 14.7131, 7.2458], [5.0036, 14.4330, 5.9060], [4.9359, 13.1482, 5.4548], [5.3382, 12.0426, 6.2508], [5.2577, 10.8305, 5.7311], [5.1631, 16.1198, 7.7711], [5.1747, 16.2333, 8.9694], [5.1381, 17.0086, 6.9803], [6.4967, 11.6532, 9.5708], [5.9665, 13.8365, 9.1433], [4.6855, 15.1997, 5.2401], [4.3985, 12.9488, 4.5335]], "forces_ev_per_a": [[-0.43, -0.15, 0.52], [0.88, 0.75, 1.96], [-1.49, 0.89, 0.22], [0.56, -0.12, -1.30], [0.01, -0.21, -0.29], [0.00, -0.20, 0.95], [0.11, -0.53, -0.29], [-0.94, -0.42, -0.90], [-0.01, -0.26, -0.24], [0.63, -0.15, 0.01], [0.45, -0.81, -0.23], [0.14, -0.20, 0.20], [-0.16, -0.08, -0.38], [0.11, 0.02, 0.49], [0.04, 0.68, -0.22], [-0.07, 0.29, 0.33], [-0.40, 0.17, -0.45], [0.03, -0.11, -0.69], [0.36, 0.54, 0.97], [0.31, 0.65, -0.79], [0.22, -0.54, 1.53], [-0.59, 1.05, -0.41], [-0.38, -0.24, -1.13], [-0.12, -0.59, 0.31], [0.04, -0.25, 0.95], [-0.33, -0.64, 0.22], [0.26, -0.10, 0.04], [0.16, 0.97, 0.57], [1.47, -1.94, 0.27], [-0.33, 0.03, 0.77], [-0.47, 0.89, -1.15], [-0.48, -0.28, -1.42], [0.08, 0.27, -0.12], [-0.19, 0.72, -0.13], [0.53, -0.10, -0.15]], "mulliken_spin": [3.77, 0.03, -0.01, 0.01, 0.02, -0.03, 0.05, 0.00, 0.00, 0.00, 0.00, 0.00, 0.00, -0.01, 0.00, 0.00, 0.00, 0.00, 0.00, 0.04, 0.00, 0.01, 0.00, 0.01, 0.00, 0.02, -0.01, 0.10, 0.00, 0.00, 0.00, 0.00, 0.00, 0.00, 0.00]}